(1)
Density functional theory data (the ωB97M-V functional and the def2-TZVPD basis) for C27H47FInN2Si2 as an isolated structure in a non-equilibrium geometry.

```
80
Properties=species:S:1:pos:R:3:mulliken_charge:R:1
In -0.394 -0.214 0.331 0.872
C -0.773 0.788 3.481 -0.971
Si -1.845 2.029 2.501 0.112
C -0.985 3.736 2.610 -1.197
C -3.546 2.120 3.362 -1.180
N -1.889 1.352 0.899 0.343
C -2.616 1.915 -0.110 0.608
C -3.288 3.144 0.004 -0.249
C -4.022 3.681 -1.032 -1.239
C -4.125 3.027 -2.249 -0.445
C -3.487 1.809 -2.406 -0.952
C -2.763 1.296 -1.355 0.506
F -2.107 0.069 -1.560 -0.183
H -0.938 0.916 4.545 0.616
H 0.287 0.949 3.307 0.120
H -1.012 -0.244 3.229 0.177
H -0.606 3.905 3.612 0.427
H -1.673 4.543 2.382 0.413
H -0.155 3.820 1.915 0.305
H -3.431 2.524 4.364 0.390
H -4.021 1.146 3.450 0.314
H -4.230 2.765 2.822 0.370
H -3.219 3.683 0.932 0.241
H -4.532 4.621 -0.882 0.431
H -4.696 3.455 -3.055 0.416
H -3.556 1.249 -3.325 0.491
N -1.704 -2.374 1.152 -0.390
C -2.599 -2.859 0.153 0.706
C -2.179 -3.834 -0.743 -0.226
C -3.062 -4.327 -1.689 -0.763
C -4.361 -3.855 -1.744 -0.530
C -4.766 -2.855 -0.876 -0.763
C -3.890 -2.356 0.071 -0.332
H -1.081 -3.117 1.463 0.244
H -2.226 -2.016 1.949 0.268
H -1.167 -4.214 -0.688 0.294
H -2.733 -5.090 -2.378 0.417
H -5.056 -4.266 -2.458 0.417
H -5.771 -2.469 -0.925 0.425
H -4.203 -1.579 0.757 0.393
C 2.401 -1.065 2.363 -1.458
C 2.986 -1.417 0.996 2.429
C 4.504 -1.197 1.007 -1.792
C 2.708 -2.907 0.774 -1.785
Si 2.206 -0.317 -0.426 -1.971
C 2.210 -1.149 -2.196 2.675
C 1.766 -0.152 -3.265 -1.958
C 1.243 -2.332 -2.256 -1.883
C 3.631 -1.622 -2.529 -1.805
C 2.612 1.603 -0.359 2.423
C 1.551 2.416 -1.104 -1.861
C 2.619 2.101 1.087 -1.819
C 3.987 1.861 -0.984 -1.698
H 2.885 -1.671 3.126 0.639
H 1.330 -1.289 2.388 0.175
H 2.546 -0.022 2.624 0.210
H 4.971 -1.881 1.715 0.533
H 4.766 -0.185 1.301 0.339
H 4.939 -1.390 0.028 0.350
H 3.084 -3.470 1.627 0.612
H 3.207 -3.285 -0.111 0.344
H 1.637 -3.100 0.699 0.134
H 0.759 0.213 -3.061 0.326
H 1.751 -0.646 -4.233 0.623
H 2.451 0.687 -3.343 0.362
H 0.234 -2.027 -1.965 0.375
H 1.563 -3.156 -1.627 0.236
H 1.196 -2.696 -3.279 0.614
H 4.341 -0.799 -2.499 0.363
H 3.649 -2.044 -3.531 0.541
H 3.971 -2.393 -1.844 0.312
H 0.546 2.209 -0.724 0.353
H 1.566 2.233 -2.173 0.265
H 1.742 3.476 -0.952 0.552
H 1.647 1.928 1.559 0.196
H 2.808 3.174 1.098 0.643
H 3.402 1.628 1.675 0.310
H 4.020 1.556 -2.028 0.310
H 4.772 1.332 -0.450 0.357
H 4.215 2.924 -0.945 0.531
```

Results
total charge = +1
F_max = 2.1 eV Å⁻¹



(2)
Density functional theory data (the ωB97M-V functional and the def2-TZVPD basis) for one molecule with the formula C6H10O.

```
17
Properties=species:S:1:pos:R:3:nbo_charge:R:1
C -1.851 -0.658 -0.185 -0.629
C -0.391 -0.283 0.147 0.265
O -0.191 -0.598 1.524 -0.724
C -0.069 1.214 -0.105 -0.467
C 1.435 1.251 0.017 -0.195
C 1.939 0.040 -0.200 -0.171
C 0.844 -0.970 -0.501 -0.455
H -2.434 -0.502 0.737 0.208
H -2.008 -1.708 -0.459 0.221
H -2.297 -0.010 -0.946 0.210
H -0.783 -0.028 2.030 0.458
H -0.366 1.502 -1.124 0.213
H -0.605 1.885 0.576 0.206
H 2.002 2.146 0.265 0.211
H 2.993 -0.220 -0.149 0.210
H 1.023 -1.948 -0.040 0.227
H 0.759 -1.112 -1.588 0.213
```

Results
structure (SMILES) = CC1(O)CC=CC1
F_max = 0.5 eV Å⁻¹



For each record above, in turn, the calculated HOMO-LUMO gap values are 7.24 10.11 eV.
For each record above, in turn, the calculated energy above the lowest of the compared OMol25 structures with the same formula, charge and spin values are 11.08 8.11 kcal/mol.